No. 1
Here is a molecular structure, C10H45O20Sr2 from the Open Molecules 2025 dataset. Energies are from wB97M-V/def2-TZVPD.

Structure (XYZ):
```
77
Properties=species:S:1:pos:R:3
Sr -0.28569 0.05608 -0.29154
Sr -2.72838 2.91093 -2.52833
C -0.47524 2.79297 3.37412
C -0.60623 2.08440 2.06428
O -0.99167 0.90406 2.15358
O -0.19842 2.62433 0.99013
H 0.43677 3.38753 3.32088
H -0.22170 2.16000 4.22452
H -1.32597 3.39683 3.68990
C -4.63485 0.81812 1.04807
C -4.02757 1.48347 -0.15019
O -2.95048 1.05005 -0.54587
O -4.59202 2.48441 -0.63440
H -5.71040 0.97956 1.12040
H -4.04378 1.22630 1.86789
H -4.50513 -0.26035 0.95772
C 0.87726 0.96410 -4.38393
C -0.39669 1.41838 -3.70648
O -1.28007 1.91497 -4.38198
O -0.56411 1.49197 -2.45703
H 1.24079 1.66088 -5.13921
H 0.66768 0.02256 -4.89154
H 1.62611 0.74568 -3.62260
C -1.52887 -5.32732 0.86023
O -2.30395 -4.16915 1.08919
H -2.01834 -6.22207 1.24485
H -1.15347 -5.49582 -0.14911
H -0.62867 -5.21611 1.46469
H -2.65736 -4.09591 1.97876
C 1.69240 -4.25426 -1.07016
O 2.42426 -3.29755 -1.85190
H 1.47701 -3.87089 -0.07279
H 0.78600 -4.32826 -1.67105
H 2.17247 -5.22248 -0.92813
H 3.27825 -3.13019 -1.44658
C 4.24060 -1.86083 0.41668
O 5.05184 -2.32049 -0.68288
H 4.31369 -2.60085 1.21363
H 4.43771 -0.86946 0.82464
H 3.21620 -1.88655 0.04512
H 5.95143 -2.59858 -0.49579
C 2.82444 4.13521 -2.41710
O 4.05165 3.47237 -2.07986
H 2.01792 4.10679 -1.68443
H 3.06903 5.19052 -2.53785
H 2.45309 3.78587 -3.38052
H 4.28941 3.75236 -1.19292
O 3.94574 1.99447 1.51417
H 4.70561 1.41238 1.51613
H 4.27662 2.81984 1.15988
O -2.07894 -1.84132 -0.31301
H -2.08058 -2.75798 -0.03738
H -2.84456 -1.76039 -0.88179
O -2.55055 -1.83674 2.85364
H -2.90901 -1.64130 3.71941
H -2.50322 -0.98675 2.41603
O -2.04626 4.13832 -0.52343
H -2.31824 4.89360 -0.00208
H -1.55570 3.58887 0.08787
O -4.34684 -2.47550 -1.59112
H -4.18336 -1.83317 -2.28171
H -5.28603 -2.40883 -1.41880
O 0.33322 -1.92183 1.28790
H -0.00710 -2.81394 1.22046
H 0.30791 -1.72546 2.22440
O 0.13679 -1.89802 -1.96635
H -0.43769 -2.48155 -2.46204
H 0.96913 -2.36786 -1.91445
O 1.66170 4.76526 0.80486
H 1.40160 5.33820 1.52619
H 1.13591 3.97447 0.92491
O -1.60131 0.29650 4.99220
H -0.81156 -0.18853 5.23153
H -1.45315 0.56377 4.08509
O 2.07329 1.00347 -0.52637
H 2.71674 1.28053 0.12589
H 2.58255 0.87596 -1.32676
```

Results
**Calculated total energy**: -1974.3634 Ha
**Charge**: +1
**HOMO energy**: -11.93 eV

=====

No. 2
Here is a molecular structure, C35H23F9FeN5PS from the Open Molecules 2025 dataset. Energies are from wB97M-V/def2-TZVPD.

Structure (XYZ):
```
75
Properties=species:S:1:pos:R:3
Fe 0.70553 -1.12877 -0.98738
N -1.75073 -2.85124 -3.96286
C -1.08096 -2.49406 -2.85802
S -0.22390 -0.94810 -2.94931
N -1.12120 -3.24089 -1.81048
N -0.37091 -2.73775 -0.78360
C -0.37323 -3.31633 0.36361
C -1.17588 -4.50765 0.69774
C -0.54746 -5.65186 1.18685
C -1.29647 -6.77504 1.50009
C -2.67536 -6.75300 1.34935
C -3.30553 -5.61198 0.86795
C -2.55902 -4.49652 0.52873
C 0.54784 -2.70155 1.33853
C 0.72008 -3.15068 2.63308
C 1.70474 -2.56918 3.42168
C 2.49350 -1.56945 2.88902
C 2.22886 -1.13712 1.59891
N 1.25936 -1.66182 0.85931
H -1.66342 -2.32773 -4.81398
H -2.20518 -3.74936 -3.97947
H 0.53079 -5.67593 1.29405
H -0.80238 -7.66728 1.86073
H -3.26072 -7.62716 1.60276
H -4.38067 -5.59649 0.74732
H -3.04525 -3.61518 0.13206
H 0.10437 -3.95580 3.00721
H 1.86433 -2.91612 4.43405
H 3.29539 -1.11396 3.45316
H 2.81557 -0.35411 1.13740
N 3.66179 -1.34143 -1.70230
C 2.54082 -1.27030 -1.43134
F -5.66963 3.76790 0.41800
C -5.34677 3.16716 -0.73812
F -5.48043 4.07907 -1.71316
F -6.24226 2.19745 -0.95891
C -3.93548 2.63630 -0.69021
C -2.90102 3.53960 -0.46741
C -1.59736 3.08715 -0.41398
C -1.32565 1.73061 -0.60047
C -2.36506 0.83454 -0.81573
C -3.67770 1.28864 -0.85825
P 0.38550 1.15688 -0.48339
C 0.87430 1.73323 1.15774
C 1.90245 2.63610 1.38597
C 2.22588 2.99604 2.68847
C 1.50714 2.46743 3.74741
C 0.44863 1.59338 3.52421
C 0.14012 1.22213 2.22984
C 1.89744 2.78994 5.16727
F 0.82518 2.87365 5.96554
F 2.57101 3.94016 5.25593
F 2.68877 1.81682 5.66395
C 1.34683 2.04096 -1.73715
C 2.73686 2.02043 -1.67464
C 3.48835 2.59241 -2.68760
C 2.84721 3.17423 -3.76893
C 1.46227 3.18752 -3.84926
C 0.70910 2.62207 -2.83416
C 3.64015 3.77508 -4.90258
F 4.93295 3.91860 -4.59121
F 3.16155 4.98405 -5.23671
F 3.56714 3.00148 -5.99823
H -3.12083 4.59112 -0.33285
H -0.79025 3.78719 -0.23131
H -2.15911 -0.21678 -0.96712
H -4.49116 0.59746 -1.02706
H 2.46062 3.06063 0.55874
H 3.03204 3.69268 2.87443
H -0.12291 1.20755 4.35815
H -0.68195 0.53546 2.05261
H 3.25017 1.54216 -0.84970
H 4.56796 2.57241 -2.63857
H 0.97288 3.64071 -4.70159
H -0.36959 2.63222 -2.90478
```

Results
**Multiplicity**: 2
**Energy above the lowest of the compared OMol25 structures with the same formula, charge and spin**: 0.0 kcal per mole
**Calculated total energy**: -4523.2487 Ha
**Charge**: +1
**HOMO energy (alpha / beta)**: -11.78 / -11.77 eV

=====

No. 3
Here is 2 unconnected molecules or ions with the total composition C3H3NO from the Open Molecules 2025 dataset. Energies are from wB97M-V/def2-TZVPD.

Structure (XYZ):
```
8
Properties=species:S:1:pos:R:3
C -1.32756 -0.16392 -0.07361
C -0.54821 0.85325 0.10875
O 0.20731 1.75309 0.05736
H -2.00425 0.88576 0.09182
H -1.59131 -1.00115 0.56895
C 1.77577 -0.75858 -0.25279
N 0.89201 -1.49102 -0.15965
H 2.59624 -0.07743 -0.34082
```

Results
**Energy above the lowest of the compared OMol25 structures with the same formula, charge and spin**: 65.5 kcal per mole
**Calculated total energy**: -245.9872 Ha
**HOMO energy**: -9.69 eV

=====

No. 4
Here is a gas-phase ion, C7H13N2 (charge +1) from the Open Molecules 2025 dataset. Energies are from wB97M-V/def2-TZVPD.

Structure (XYZ):
```
22
Properties=species:S:1:pos:R:3
C 2.07228 0.74552 0.11086
N 1.37591 -0.31925 -0.10615
N 0.96572 -0.65302 -1.33035
C 0.65828 -0.91853 0.94988
C -0.78543 -0.30620 1.05366
C -1.88118 -0.81496 0.17675
C -2.13296 0.29322 -0.76781
C -1.50234 1.37928 -0.51012
C -0.74787 1.18984 0.79485
H 2.48617 1.42862 -0.65888
H 2.65226 0.94106 0.97187
H 1.01434 0.12826 -1.98171
H 0.23102 -1.30247 -1.41938
H 1.12660 -0.73544 1.93017
H 0.69389 -2.04910 0.79079
H -1.16758 -0.46268 2.18749
H -2.77028 -1.05151 0.79011
H -1.64822 -1.84469 -0.24808
H -2.69964 0.20561 -1.69296
H -1.52555 2.15759 -1.21786
H -1.14987 1.79355 1.56896
H 0.17183 1.64158 0.62734
```

Results
**Energy above the lowest of the compared OMol25 structures with the same formula, charge and spin**: 93.1 kcal per mole
**Calculated total energy**: -383.6688 Ha
**Charge**: +1
**HOMO energy**: -13.09 eV

=====

No. 5
Here is 21 unconnected molecules or ions with the total composition H41O21 from the Open Molecules 2025 dataset. Energies are from wB97M-V/def2-TZVPD.

Structure (XYZ):
```
62
Properties=species:S:1:pos:R:3
O 2.08163 2.91727 0.70272
H 2.11858 2.93620 1.61768
H 2.84062 2.70416 0.37698
O 0.75277 -1.26204 1.63272
H 0.67792 -0.54271 3.48068
H -1.92500 1.60595 -2.71260
O 3.32724 -1.78683 1.03446
H -1.14817 3.23454 1.56976
H 3.51083 -1.21856 1.69628
O -0.60724 3.83683 1.22067
H -3.20415 1.11094 -0.74280
H -3.32621 -3.05629 0.05711
O -3.48813 -2.52911 0.95663
H -2.62458 -2.75246 1.32595
H -1.50549 2.63327 -1.25701
O 1.77736 -3.51436 3.46565
H -1.86983 -3.43658 -1.89673
H 1.72284 -3.14948 2.61291
O -1.97209 -4.32612 -1.69222
H 2.42506 -1.69435 0.78311
H 0.31126 -2.09624 0.06408
O 1.32897 -2.75412 -4.28162
H 0.25904 3.55752 1.32072
H 1.76542 -2.71539 3.82795
O 4.03478 -1.40770 -1.82296
H 0.52245 -3.07533 -3.88469
H -3.59505 0.28549 0.53265
O -1.67234 3.52951 -1.47866
H -1.54318 -4.32131 -0.67424
H -1.48068 0.36241 -3.32472
O -3.28921 3.25356 1.36827
H -1.23081 0.79733 2.25038
H -2.85586 4.02646 0.94321
O 2.01588 0.83220 -1.74660
H 1.76148 0.02503 -1.18615
H 2.65433 0.20069 -2.28683
O -3.87564 0.51880 -0.46959
H 4.77418 -2.06984 -1.82750
H 3.65257 -1.41169 -0.96700
O 1.34898 1.67103 -4.17453
H 1.61782 2.57850 -4.51117
H 0.63626 1.69386 -3.69035
O 0.49886 -1.82680 -0.92948
H 1.08657 2.03289 4.17091
H 1.12212 -1.08228 -0.80328
O -1.47408 0.77001 1.31459
H -0.92611 3.98393 -1.21065
O -2.21639 0.87256 -3.21904
H -0.06240 -0.92767 1.39258
H -0.69106 0.39590 0.76008
O -4.28111 -1.41840 -3.15476
H 1.87741 0.82794 1.45351
H -3.65131 -0.76131 -3.37660
O 2.22722 0.49221 2.26225
H 2.54517 2.59286 4.19554
H 1.69430 -0.34674 2.07506
O 1.58502 2.91104 4.19630
H 1.94208 -2.51238 -3.45635
H -3.77071 -2.16316 -3.57702
O -0.12835 -0.47314 4.16261
H -0.27731 -1.33461 4.58168
H -3.80453 2.77609 0.94946
```

Results
**Energy above the lowest of the compared OMol25 structures with the same formula, charge and spin**: 187.8 kcal per mole
**Calculated total energy**: -1604.4839 Ha
**Charge**: -1
**HOMO energy**: -7.61 eV